{
  "formula": "C11H24O8P2S",
  "method": "the ωB97M-V functional and the def2-TZVPD basis",
  "smiles": "C[C@@H](O)CO[PH3]P(O)(O)=S.O=C1CCCO1.O=C1CCCO1",
  "e_homo_ev": -8.4531,
  "charge": 0,
  "e_tot_ha": -2116.297450,
  "gap_ev": 8.8499,
  "elements": ["H", "H", "O", "H", "H", "O", "H", "H", "P", "H", "H", "H", "C", "C", "H", "H", "H", "H", "H", "H", "H", "O", "H", "C", "H", "H", "C", "O", "O", "H", "C", "S", "O", "C", "C", "O", "H", "C", "P", "C", "C", "H", "O", "H", "H", "C"],
  "coordinates": [[1.4834, -3.7391, 5.7344], [4.4607, -0.4653, -0.3803], [-2.9455, 3.2870, -2.8421], [0.9054, -4.6266, 4.3145], [-2.7372, 4.4330, 1.3598], [1.4421, 0.3955, -1.3329], [-2.7550, 2.1363, -4.8618], [2.5537, -1.8601, 0.1889], [-2.2594, 1.8218, -3.5165], [3.6500, 0.9710, 0.2662], [-3.0861, 1.0827, -2.5587], [-0.8936, 2.2376, -3.2506], [2.8401, 0.3252, -1.6091], [2.4524, -0.7967, 0.4228], [-2.1588, 4.6023, -1.3007], [2.4735, -0.6336, 1.5028], [-1.9558, -1.6827, -5.8040], [-1.6195, 2.9621, 0.9563], [-1.4509, 2.8564, -1.2364], [3.2016, -4.8956, 3.9362], [-5.5196, 2.9700, -0.0443], [3.5005, -3.2482, 1.7997], [-3.6232, 1.7848, -0.3775], [0.9602, -2.5065, 4.0116], [1.2329, -1.6089, 4.5764], [3.6153, -3.2986, 4.6542], [2.7171, -3.1815, 2.7325], [0.0600, -0.4679, 0.2718], [-2.4581, -0.8717, -5.4437], [-3.1530, 2.6246, 2.0324], [3.4934, 0.0347, -0.2832], [0.3872, 0.1397, -4.6993], [-1.5670, -1.2507, -2.7978], [-2.4488, 3.4601, -1.4688], [-3.5264, 2.9634, -0.3005], [1.5721, -2.4379, 2.7245], [3.0121, -0.4714, -2.3406], [2.8868, -3.8568, 4.0597], [-1.4958, -0.1492, -4.1806], [-2.7522, 3.2773, 1.1478], [1.1790, -0.2823, -0.1772], [-0.1277, -2.5390, 3.9014], [-4.8418, 3.6442, -0.4021], [-1.3836, -0.6500, -1.9941], [3.1806, 1.2747, -2.0323], [1.4989, -3.7642, 4.6416]],
  "mulliken_charge": [0.32, 0.31, -0.51, 0.26, 0.29, -0.25, 0.09, 0.19, 0.25, 0.31, 0.05, 0.15, -0.41, 0.22, 0.26, 0.12, 0.34, 0.20, 0.14, 0.30, 0.34, -0.59, 0.23, -0.46, 0.27, 0.27, 0.54, -0.65, -0.55, 0.30, -0.76, -0.41, -0.49, -0.43, 0.27, -0.27, 0.27, -0.46, 0.63, -0.91, 0.34, 0.31, -0.53, 0.29, 0.33, -0.50]
}

***

{
  "formula": "C7H8N3O2",
  "method": "the ωB97M-V functional and the def2-TZVPD basis",
  "e_above_lowest_kj_mol": 326.1,
  "e_homo_ev": [-12.9749, -12.9747],
  "charge": 1,
  "e_tot_ha": -585.820626,
  "gap_ev": [7.1138, 7.1129],
  "elements": ["H", "H", "O", "H", "C", "H", "O", "H", "C", "H", "C", "H", "C", "N", "H", "C", "C", "C", "N", "N"],
  "coordinates": [[-1.2373, 1.6796, 1.1857], [-2.6938, -2.2169, -0.5144], [1.5619, 0.9040, 1.6405], [3.1285, -0.9189, -0.8095], [-1.0177, -1.3508, 0.3651], [2.4023, -0.5934, -2.4582], [-0.0517, 1.9342, -0.5280], [1.3724, -1.2674, 1.2634], [-0.2604, -0.2068, 0.6574], [-0.5878, -2.2749, 0.4603], [1.0879, -0.2171, 1.0455], [-2.8547, 1.9086, -0.3520], [-2.3106, 0.9567, -0.2260], [-2.8453, -0.1302, -0.3842], [2.5172, 0.9716, 1.5982], [-0.9110, 1.1532, 0.2922], [-2.2967, -1.3562, -0.1200], [1.5911, 0.2732, -0.7359], [2.3971, -0.5531, -1.3477], [1.0088, 1.3046, -1.0322]],
  "mulliken_charge": [0.35, 0.46, -0.44, 0.24, -0.73, 0.32, -0.17, 0.48, 0.62, 0.41, -0.31, 0.40, -0.28, -0.45, 0.38, 0.26, -0.39, 0.48, -0.38, -0.26]
}

***

{
  "formula": "C2H4N2S2",
  "method": "the ωB97M-V functional and the def2-TZVPD basis",
  "e_above_lowest_kj_mol": 262.4,
  "smiles": "N/N=C/SC=S",
  "e_homo_ev": -8.8163,
  "charge": 0,
  "e_tot_ha": -984.414927,
  "gap_ev": 8.5515,
  "elements": ["H", "S", "H", "C", "H", "H", "S", "N", "N", "C"],
  "coordinates": [[2.0397, 0.8399, 1.4725], [-2.9150, 1.4967, -1.7963], [-1.5855, 1.0460, 0.0821], [0.0934, -0.8991, -0.0740], [0.3503, -1.8761, 0.3466], [2.6260, -0.4880, 0.6314], [-1.2039, -0.8083, -1.3326], [0.6947, 0.1491, 0.3144], [1.8283, -0.1354, 1.2270], [-1.9280, 0.6753, -0.8712]],
  "mulliken_charge": [0.29, -0.24, 0.31, -0.05, 0.44, 0.28, -0.02, -0.25, -0.63, -0.14]
}

***

{
  "formula": "C8H17NO",
  "method": "the ωB97M-V functional and the def2-TZVPD basis",
  "e_above_lowest_kj_mol": 301.0,
  "smiles": "C=C(C)N(C)C.CC(C)=O",
  "e_homo_ev": -8.0563,
  "charge": 0,
  "e_tot_ha": -444.933264,
  "gap_ev": 8.7611,
  "elements": ["H", "C", "C", "O", "H", "H", "C", "H", "H", "H", "H", "H", "H", "C", "H", "C", "C", "H", "H", "N", "H", "H", "H", "H", "C", "H", "C"],
  "coordinates": [[-3.1176, 2.0383, 0.3489], [1.5800, -1.9450, 0.0323], [-1.2557, -0.4870, 1.7921], [-1.8660, 0.0284, -0.5179], [-3.6627, 0.7877, 1.3958], [0.7384, 2.3925, -1.2585], [2.1295, 0.8703, 0.1878], [1.1929, 1.1361, -2.4631], [-2.4685, 1.9435, 2.0264], [0.0837, -2.5076, -2.0492], [1.3336, -2.9720, -0.2274], [-0.4324, 1.2383, -1.8524], [2.9711, 0.6916, -0.4931], [0.2521, -1.4478, -1.9470], [-0.7512, -1.3565, 1.3764], [0.7736, -0.9840, -0.8025], [-2.7825, 1.3817, 1.1480], [2.3183, 0.3013, 1.0925], [-0.2037, -0.8207, -2.6916], [0.8655, 0.4678, -0.4304], [1.3554, -1.8649, 1.0945], [-2.1128, -0.8780, 2.3347], [2.6563, -1.8091, -0.0717], [2.1199, 1.9395, 0.4015], [0.6083, 1.3555, -1.5653], [-0.6225, 0.0803, 2.4752], [-1.7030, 0.4198, 0.6639]],
  "mulliken_charge": [0.36, -1.53, -1.19, -0.54, 0.32, 0.40, -1.14, 0.37, 0.37, 0.27, 0.42, 0.38, 0.34, -1.21, 0.18, 0.99, -1.42, 0.34, 0.28, 0.43, 0.35, 0.44, 0.33, 0.36, -1.42, 0.30, 1.21]
}

***

{
  "formula": "C31H32CuFN2O3Te",
  "method": "the ωB97M-V functional and the def2-TZVPD basis",
  "e_above_lowest_kj_mol": 0.0,
  "e_homo_ev": [-10.0943, -10.0989],
  "charge": 1,
  "e_tot_ha": -3543.898279,
  "gap_ev": [7.5960, 6.5610],
  "multiplicity": 2,
  "s_squared": 0.756,
  "elements": ["C", "C", "C", "C", "C", "C", "Cu", "Te", "C", "H", "H", "H", "C", "H", "H", "H", "C", "N", "H", "O", "H", "O", "H", "H", "H", "C", "H", "C", "C", "C", "C", "H", "H", "C", "H", "C", "H", "H", "H", "C", "H", "H", "C", "C", "C", "H", "H", "C", "H", "H", "F", "C", "C", "H", "C", "C", "H", "H", "C", "C", "C", "C", "O", "N", "H", "H", "H", "C", "H", "C", "H"],
  "coordinates": [[-0.6562, -1.3705, -5.7369], [-1.0290, -0.2693, -4.9705], [-3.7957, 5.4962, 2.3987], [-4.3322, 6.7222, 2.0453], [1.3811, 1.4406, 4.6692], [-3.1417, 4.7139, 1.4508], [-0.2918, -0.1110, 1.0278], [-2.0399, 2.3620, 0.0009], [1.0455, -3.4446, -1.8184], [-2.8390, 4.2528, -1.7961], [-1.6739, 3.4949, 2.4428], [3.4114, -4.2432, -3.4032], [-0.0336, -1.3035, -1.5554], [3.1994, -0.5729, 4.8176], [-0.4049, -3.8144, -6.7651], [4.5111, -2.4508, 4.2239], [1.8558, -2.0411, 4.3932], [2.9163, -1.0822, 3.9809], [-0.5566, -5.1730, -4.7435], [0.3384, -1.8871, 1.3192], [2.2501, -0.5319, 2.0499], [2.0212, -3.2108, 0.7361], [-1.8483, 2.2155, 5.2512], [1.0248, -1.5038, 4.8411], [4.8456, -1.1143, 3.1039], [-1.1150, 1.1117, 3.5637], [1.5732, -4.2762, -1.3686], [0.2855, 2.0085, 5.2948], [1.0501, -2.5124, 0.4439], [-0.0214, 0.5810, 2.8771], [-2.5677, 3.3792, 1.8318], [1.5001, -2.5651, 3.5139], [-1.3047, 4.7665, -1.0932], [-3.5596, 6.4043, -0.2068], [3.2918, 0.6481, 2.8697], [0.1800, -2.4421, -3.7599], [2.3724, 1.5794, 5.0942], [0.8333, -5.7380, -5.6716], [-4.8473, 7.3189, 2.7865], [2.4488, -0.0332, 2.9941], [-3.2926, 2.7919, 2.3910], [-4.6444, 8.1263, 0.4527], [1.3436, -4.6373, -3.9060], [-0.0547, -2.4605, -5.1512], [0.4382, -4.8981, -5.1018], [-3.8854, 5.1326, 3.4158], [3.7537, -2.4410, 2.6185], [4.0894, -1.8178, 3.4463], [1.3161, -5.5071, -3.2492], [-1.1384, 0.6095, -3.0208], [-1.6046, 0.7707, -5.5836], [-0.2283, -1.3340, -2.9955], [0.3333, -3.6567, -5.9795], [-0.8602, -1.3570, -6.8003], [-0.9754, 1.8079, 4.7565], [0.6581, -2.4096, -1.0046], [2.8693, -3.4327, -4.8742], [-3.4727, 6.7609, -1.2263], [1.2295, 0.6892, 3.5034], [-0.8355, -0.2370, -3.6197], [-4.2163, 7.1744, 0.7380], [-2.2810, 4.3398, -0.8662], [-0.4607, -0.3055, -0.9021], [0.8115, -3.5011, -3.1273], [1.2876, -3.4677, -6.4776], [0.4110, 2.5813, 6.2040], [2.2714, -2.7481, 5.1080], [2.7933, -4.3528, -4.2946], [3.1924, -5.1751, -4.8880], [-3.0161, 5.1722, 0.1456], [-2.1095, 0.9782, 3.1554]],
  "lowdin_spin": [0.00, 0.00, 0.00, 0.00, 0.00, 0.00, 0.63, 0.05, 0.00, 0.00, 0.00, 0.00, 0.00, 0.00, 0.00, 0.00, 0.00, 0.00, 0.00, 0.08, 0.00, 0.02, 0.00, 0.00, 0.00, 0.02, 0.00, 0.00, 0.01, 0.11, 0.00, 0.00, 0.00, 0.00, 0.00, 0.00, 0.00, 0.00, 0.00, 0.00, 0.00, 0.00, 0.00, 0.00, 0.00, 0.00, 0.00, 0.00, 0.00, 0.00, 0.00, 0.00, 0.00, 0.00, 0.01, 0.00, 0.00, 0.00, 0.01, 0.00, 0.00, 0.02, 0.03, 0.00, 0.00, 0.00, 0.00, 0.00, 0.00, 0.00, 0.00]
}

***

{
  "formula": "C15H15B2NO21Sr",
  "method": "the ωB97M-V functional and the def2-TZVPD basis",
  "e_homo_ev": -0.4560,
  "charge": -2,
  "e_tot_ha": -2296.374273,
  "gap_ev": 3.1370,
  "elements": ["H", "H", "O", "O", "H", "O", "O", "C", "C", "O", "N", "O", "H", "O", "O", "C", "H", "O", "H", "C", "H", "H", "Sr", "H", "B", "H", "B", "O", "O", "O", "O", "C", "O", "H", "O", "C", "C", "H", "C", "H", "C", "O", "O", "C", "O", "C", "C", "O", "O", "H", "H", "C", "C", "O", "C"],
  "coordinates": [[-1.9771, -4.4739, -1.4023], [3.6061, 0.1267, 0.0706], [2.0938, -1.0076, 0.8254], [-0.4065, -0.6091, 1.9395], [3.3719, -1.8324, 2.3253], [-2.3262, -1.7718, -0.1332], [-0.6755, 3.7095, -3.7620], [-2.6909, -2.6534, 0.6986], [2.6394, -1.0369, 2.1882], [-3.2856, 0.3601, 1.8685], [2.0423, -2.3318, -1.7440], [-0.8629, 3.0337, 4.3837], [3.0047, -0.0914, 2.5892], [-1.4443, 2.6679, 7.7585], [-0.1611, 0.1579, -1.2117], [3.2114, -0.8854, -0.0183], [-0.0035, -3.2133, -4.2737], [0.1653, 6.8636, -2.3742], [2.7374, -3.0596, -1.6596], [-1.4150, 2.5422, 6.5541], [2.4100, -0.2474, -2.0085], [2.2707, -2.3254, -3.7635], [0.1710, -2.2108, 0.0230], [0.8887, -1.2884, -3.1332], [-1.2792, 1.6377, 4.4091], [0.9438, -4.3012, -3.1793], [-0.6070, 3.4172, -2.3160], [-0.3511, 0.7359, 3.8216], [-1.5834, 1.3807, 5.8341], [-0.6353, -3.2139, -2.3351], [-1.9836, 3.0943, -1.8363], [0.4223, -3.3493, -3.2795], [-1.8170, -3.4144, 1.1782], [1.8694, -1.3810, 2.8787], [-0.1439, 4.6676, -1.7114], [0.0126, 5.6526, -2.6165], [-0.9538, 3.6024, 5.5990], [3.9246, -1.6358, 0.3228], [1.4533, -2.2171, -3.0506], [-1.6509, -4.9022, -3.0218], [-1.1749, -4.4729, -2.1402], [-0.1235, 5.5064, -5.1225], [-3.8168, -2.7543, 1.1172], [-0.2911, 4.9742, -4.0476], [-3.0237, 1.2894, -0.9979], [-2.4006, 0.7182, 2.6563], [2.8500, -1.1196, -1.5250], [-2.5384, 1.4796, 3.7136], [0.1858, 2.2611, -1.9237], [3.8118, -1.0896, -2.0369], [-0.3807, -5.1008, -1.7364], [-2.0328, 1.8240, -1.4624], [-0.9102, 0.2336, 2.6894], [-0.5958, 4.7337, 5.9048], [-0.5437, 1.3203, -1.5266]],
  "mulliken_charge": [0.20, 0.29, -0.20, -0.07, 0.43, -0.68, -0.48, 0.65, -0.97, -0.50, -0.11, -0.48, 0.34, -0.62, -0.27, -0.67, 0.38, -0.63, 0.14, 0.56, 0.31, 0.40, 1.54, 0.24, 1.11, 0.45, 1.13, -0.45, -0.47, -0.03, -0.62, -0.92, -0.83, 0.29, -0.45, 0.60, 0.61, 0.52, -0.51, 0.29, -0.82, -0.60, -0.83, 0.59, -0.51, 0.32, -0.84, -0.67, -0.59, 0.49, 0.36, 0.31, 0.36, -0.65, 0.55]
}

***

{
  "formula": "C3H5N3OS",
  "method": "the ωB97M-V functional and the def2-TZVPD basis",
  "e_above_lowest_kj_mol": 322.3,
  "smiles": "C/N=c1\\nc(S)[nH]o1",
  "e_homo_ev": -8.7967,
  "charge": 0,
  "e_tot_ha": -754.916308,
  "gap_ev": 8.8442,
  "elements": ["S", "H", "C", "H", "H", "N", "O", "C", "C", "N", "N", "H", "H"],
  "coordinates": [[2.6642, -0.5977, -0.0484], [2.4892, -1.7714, 0.8585], [0.9756, -0.0632, -0.0318], [-3.6579, -1.3041, 0.8577], [1.2527, 1.8448, 0.5999], [-0.1308, -0.6700, -0.0035], [-0.5979, 1.5350, -0.0348], [-3.1158, -1.0743, -0.1002], [-1.1015, 0.2950, 0.1252], [0.7918, 1.3507, -0.1341], [-2.3933, 0.2250, 0.1559], [-3.9004, -0.8730, -0.9162], [-2.4512, -1.8973, -0.4344]],
  "mulliken_charge": [-0.26, 0.20, 0.42, 0.23, 0.27, -0.42, -0.24, -0.64, 0.59, -0.20, -0.47, 0.22, 0.29]
}

***

{
  "formula": "C5H18ClN6O5V",
  "method": "the ωB97M-V functional and the def2-TZVPD basis",
  "e_above_lowest_kj_mol": 0.0,
  "e_homo_ev": [-11.5046, -11.5047],
  "charge": 1,
  "e_tot_ha": -2310.093978,
  "gap_ev": [4.9976, 5.3124],
  "multiplicity": 2,
  "s_squared": 0.775,
  "elements": ["V", "H", "C", "H", "H", "C", "H", "N", "H", "H", "H", "H", "C", "H", "N", "N", "H", "O", "C", "H", "N", "H", "O", "Cl", "H", "C", "H", "H", "N", "H", "O", "O", "N", "H", "O", "H"],
  "coordinates": [[3.5959, 11.4281, 30.9233], [0.9510, 12.5129, 33.0916], [-1.2004, 9.2596, 35.4519], [-3.5958, 7.3472, 30.0488], [-2.1989, 8.4360, 31.3399], [2.7957, 7.4888, 28.6890], [-4.1847, 7.8987, 28.5382], [-1.8495, 8.9179, 30.5328], [2.8304, 7.3705, 27.6086], [-0.1813, 9.8035, 33.8432], [1.1695, 13.7937, 34.3266], [3.7840, 15.2846, 32.5105], [1.4091, 7.1838, 29.2670], [-0.2152, 11.0635, 35.0900], [-0.5422, 10.2082, 34.6886], [3.0837, 14.9137, 33.1299], [1.0515, 6.2664, 28.7934], [2.7954, 13.1515, 31.7109], [-2.6502, 9.0252, 29.4170], [3.4698, 6.7529, 29.1247], [-3.6795, 8.0938, 29.3799], [2.6386, 15.5060, 33.8108], [3.1771, 11.6307, 29.4807], [1.6295, 10.1211, 31.5205], [-1.0169, 9.4704, 30.5489], [2.4379, 13.8002, 32.7465], [3.0613, 8.5068, 28.9945], [-1.7034, 10.6046, 36.9972], [-1.7127, 9.6608, 36.6648], [-2.3412, 8.9760, 37.0458], [-2.4750, 9.8301, 28.5226], [1.4946, 6.8274, 30.6483], [1.3625, 13.3668, 33.4382], [1.7554, 7.6131, 31.1389], [-1.3077, 8.1083, 35.0685], [0.6584, 7.9572, 29.0900]],
  "lowdin_spin": [1.16, 0.00, 0.00, 0.00, 0.00, 0.00, 0.00, 0.00, 0.00, 0.00, 0.00, 0.00, 0.00, 0.00, 0.00, 0.00, 0.00, 0.02, 0.00, 0.00, 0.00, 0.00, -0.19, 0.00, 0.00, 0.00, 0.00, 0.00, 0.00, 0.00, 0.00, 0.00, 0.00, 0.00, 0.00, 0.00]
}